# 1
20
Properties=species:S:1:pos:R:3:forces:R:3 method="wB97M-V/def2-TZVPD" multiplicity=2 s2=1.56 homo_ev="-20.77 / -21.12" lumo_energy_ev="-14.4 / -13.5" e_tot_ha=-252.64639 charge=+2 gap_ev="6.355 / 7.566" de_lowest_kcal_mol=165.8 fmax_ev_per_a=4.06
H -0.83268 -0.84502 -1.94268 0.07 0.11 -0.36
H -3.13498 0.32521 0.50677 -2.93 0.09 -0.24
H -1.35767 -1.05354 1.05304 -0.07 0.24 0.22
H 2.13027 2.08118 0.91919 0.00 -0.07 -0.30
H 1.78344 -0.92450 0.67736 0.06 -0.77 0.51
H 1.32835 0.04845 -1.56372 0.45 0.10 0.51
C 2.46185 1.04370 0.81392 -0.61 1.10 0.47
C 1.41174 0.07671 0.59938 0.87 -0.08 -1.11
H -2.35289 -1.72587 -0.25660 -0.14 -0.48 0.09
H 3.24795 1.04798 0.00786 0.00 -0.23 0.08
H 0.04075 -1.90324 -0.90803 0.31 -0.45 0.19
H 3.07457 0.77317 1.67219 0.54 -0.28 0.32
H 0.52224 0.19670 1.38607 -0.26 0.39 -0.38
H 0.16553 1.14101 -0.89742 -0.33 1.11 0.05
H -0.93400 1.11752 1.74375 0.73 -0.04 0.48
C 0.59263 0.18193 -0.74945 -0.52 -0.74 -0.30
C -0.40018 -0.92411 -0.94782 -1.19 -0.19 0.81
N -2.36755 0.31882 -0.11452 2.22 -1.14 3.21
C -1.67431 -0.92664 -0.00483 0.55 0.01 -2.84
H -1.77076 1.00272 0.35906 0.27 1.33 -1.43

# 2
21
Properties=species:S:1:pos:R:3:forces:R:3 method="wB97M-V/def2-TZVPD" multiplicity=1 homo_ev=-7.35 lumo_energy_ev=1.0 e_tot_ha=-308.29476 gap_ev=8.325 de_lowest_kcal_mol=80.5 fmax_ev_per_a=6.47
H -1.29558 -0.99115 1.88252 0.00 0.07 -0.08
H -2.76158 -1.10083 0.90796 -0.10 0.04 0.10
H -2.58672 -0.51193 -1.56695 -0.10 0.07 -0.10
H 1.78939 2.12897 0.10330 0.02 -0.17 0.02
C -1.83448 -0.53082 1.04954 0.42 -0.35 -0.52
N -1.03493 -0.54989 -0.15275 0.48 -1.35 -1.10
H -2.10116 0.49458 1.33247 -0.07 0.06 0.12
C -1.64962 0.01040 -1.33511 0.13 -0.48 0.33
H -1.88106 1.07555 -1.22017 -0.07 0.14 0.02
H 1.21660 1.34092 -1.37465 -0.09 0.03 0.06
H 3.26366 0.26368 0.38538 0.07 -0.03 0.16
C 0.50595 -1.06250 -0.18876 -5.36 2.57 0.63
H 0.70451 0.30699 1.50162 -0.40 -0.06 -0.21
H -1.00089 -0.08844 -2.20905 0.03 -0.03 0.15
C 0.89492 0.20590 0.43633 6.18 -1.91 0.19
C 0.99550 1.50786 -0.31838 -0.19 -0.17 0.09
H 0.55052 -1.93324 0.45898 0.33 -0.01 -0.27
H 0.79635 -1.18986 -1.22854 0.04 -0.10 0.29
H 2.74593 -0.96542 1.32453 -0.03 0.19 0.01
H 0.08103 2.09781 -0.21306 -0.07 -0.17 -0.18
N 2.60167 -0.50858 0.42480 -1.21 1.67 0.29

# 3
21
Properties=species:S:1:pos:R:3:forces:R:3 method="wB97M-V/def2-TZVPD" multiplicity=1 homo_ev=-8.77 lumo_energy_ev=1.0 smiles="C=NCC.CNC" e_tot_ha=-308.35538 gap_ev=9.763 de_lowest_kcal_mol=42.5 fmax_ev_per_a=0.98
H -2.18547 -0.29056 -3.57079 -0.15 -0.08 0.08
C -1.98066 0.28521 -2.66523 0.11 -0.15 -0.05
C 0.95475 0.44672 2.01531 -0.28 0.74 0.12
C 1.37787 1.49356 3.03713 -0.07 0.43 -0.26
H -2.09104 0.04497 -0.66515 0.23 -0.22 0.19
H 2.31369 -0.34200 -0.91616 0.05 0.06 -0.01
H -2.68461 1.11616 -2.62881 0.12 0.06 -0.06
H -0.95073 0.65646 -2.77857 -0.02 0.18 0.04
H 1.31642 2.46566 2.53761 0.20 -0.05 0.04
N 1.84508 0.49118 0.86341 -0.05 -0.19 -0.14
H -1.55867 -2.39533 -2.24541 -0.03 -0.09 -0.01
H 2.40693 1.36407 3.36928 -0.06 -0.12 0.13
H -0.24372 -1.34337 -1.67297 0.22 -0.40 -0.14
C -1.26180 -1.69300 -1.47002 0.04 0.97 0.10
H -1.27471 -2.18070 -0.49774 -0.10 -0.09 -0.01
H -0.02347 0.78683 1.65175 -0.10 -0.43 0.09
H 0.87296 -0.55518 2.44030 -0.02 -0.07 -0.03
H 0.96941 -1.20510 -0.01905 -0.15 0.05 0.38
C 1.68220 -0.37905 -0.03035 0.50 -0.02 -0.25
H 0.69203 1.57237 3.88252 0.12 -0.34 0.07
N -2.15228 -0.53940 -1.48454 -0.56 -0.23 -0.27